Version one
The following is a quantum chemistry calculation of an isolated molecule of C4H2O3, from OMol25.

Positions of all 9 atoms, in Å:
H  1.01  1.06  -0.82
H  -0.51  0.61  -1.56
C  -0.68  1.72  0.04
C  1.06  -1.95  -0.07
O  -0.33  -1.33  1.30
O  -1.50  2.44  0.46
C  0.36  -0.74  0.15
O  0.54  -2.48  1.02
C  0.06  0.66  -0.51

Summary:
Gap between HOMO and LUMO (spin up / spin down) = 0.2046 / 0.2048 Eh
Charge = 0
HOMO (spin up / spin down) = -0.2802 / -0.2803 Eh

***

Version two
The following is a quantum chemistry calculation of an isolated molecule of C4H2O3, from OMol25.

Positions of all 9 atoms, in Å:
O  -2.89  0.88  -0.10
H  1.93  1.00  -0.57
C  -0.44  -1.10  0.20
C  -1.77  0.62  0.07
H  2.26  -0.63  -0.07
O  -0.33  -2.24  -0.06
C  1.56  0.16  -0.16
C  0.30  0.13  0.36
O  -0.61  1.18  0.32

Summary:
Gap between HOMO and LUMO = 0.2849 Eh
Charge = 0
HOMO = -0.3084 Eh

***

Which of them is the least stable? Correct choice: version one.

***

Version one
The following is a quantum chemistry calculation of a 2-piece molecular cluster, C4H14N3 overall, from OMol25.

Positions of all 21 atoms, in Å:
H  1.45  -0.26  0.37
C  0.06  2.10  0.47
N  0.88  -1.60  0.24
H  2.98  0.49  0.21
H  -0.84  -0.48  -1.32
N  2.04  0.67  0.56
H  2.13  2.67  -0.02
H  1.32  1.61  -1.20
H  -0.79  -2.72  0.63
H  -0.47  2.93  0.00
H  0.10  2.34  1.53
H  -3.16  -0.67  -0.33
N  -1.18  -1.28  -0.80
C  -2.62  -1.49  -0.80
H  -2.98  -1.61  -1.82
H  -2.87  -2.41  -0.27
H  -0.57  1.22  0.29
C  -0.37  -1.90  0.05
H  2.19  0.88  1.54
C  1.42  1.85  -0.14
H  1.32  -2.32  0.80

Summary:
Gap between HOMO and LUMO = 0.3915 Eh
Charge = +1
HOMO = -0.4893 Eh

***

Version two
The following is a quantum chemistry calculation of a 2-piece molecular cluster, C4H14N3 overall, from OMol25.

Positions of all 21 atoms, in Å:
H  -0.32  1.16  -0.63
H  1.59  2.07  -2.83
C  1.47  1.38  -2.00
H  -0.67  2.08  -1.90
N  -0.10  -0.76  0.19
H  1.56  -0.90  1.53
H  2.35  1.27  -1.36
H  -2.03  -2.25  -0.55
N  -1.05  -1.07  2.30
H  1.44  0.51  -2.67
C  -1.01  -1.34  1.00
H  -0.12  -1.12  -0.75
N  -2.00  -2.01  0.42
C  1.04  -0.18  0.88
H  1.78  0.20  0.19
H  -2.83  -2.28  0.94
H  -0.64  -0.32  2.81
H  0.45  2.74  -0.70
H  0.60  0.54  1.56
C  0.20  1.85  -1.29
H  -1.70  -1.59  2.87

Summary:
Gap between HOMO and LUMO = 0.4067 Eh
Charge = +1
HOMO = -0.5216 Eh

***

Which of them is the least stable? Correct choice: version two.

***

Version one
The following is a quantum chemistry calculation of a 2-piece molecular cluster, C3H9NS overall, from OMol25.

Positions of all 14 atoms, in Å:
H  -0.61  1.35  0.59
N  2.29  -1.14  0.32
C  0.59  -0.75  -1.36
C  0.96  -1.10  -0.12
H  -0.33  -1.06  -1.83
C  -1.59  1.37  1.03
S  -2.76  0.96  -0.35
H  -1.89  2.35  1.39
H  2.83  -0.38  -0.07
H  2.34  -1.13  1.32
H  -1.60  0.60  1.79
H  1.38  -0.78  -2.12
H  -1.76  0.65  -1.18
H  0.15  -0.94  0.59

Summary:
Gap between HOMO and LUMO = 0.3572 Eh
Charge = 0
HOMO = -0.3256 Eh
SMILES string = C=CN.CS

***

Version two
The following is a quantum chemistry calculation of an isolated molecule of C3H9NS, from OMol25.

Positions of all 14 atoms, in Å:
H  1.00  -1.04  -1.47
H  0.70  -0.30  1.23
H  0.87  2.03  0.57
H  -2.47  -1.28  1.10
H  -1.79  0.12  0.25
N  1.17  -0.07  0.32
S  -0.88  -1.84  -0.75
H  2.37  1.54  -0.26
H  0.05  0.52  -1.52
C  -2.22  -0.85  0.00
H  2.21  1.21  1.49
C  0.42  -0.32  -0.85
H  -3.11  -0.95  -0.65
C  1.68  1.24  0.54

Summary:
Gap between HOMO and LUMO = 0.3576 Eh
Charge = 0
HOMO = -0.3210 Eh
SMILES string = CNCSC

***

Which of them is the least stable? Correct choice: version two.